Here is a cluster of 2 separate species, C5H15N2 in total from the Open Molecules 2025 dataset. Energies are from ωB97M-V with the def2-TZVPD basis set.

Summary:
LUMO energy: -8.32 eV
Net charge: +1
M: 103.19 g mol⁻¹
Gap between HOMO and LUMO: 6.329 eV
ΔE to the lowest compared entry with this formula, charge and spin: 127.3 kcal per mole
HOMO level: -14.65 eV

Last columns: bonded neighbours and bond lengths (Å).
Cartesian coordinates (Å):
1 C 1.766 -1.741 -0.336  N2 1.456, C5 1.567, H8 1.083, H9 1.097
2 N 1.713 -0.886 -1.512  C1 1.456, H18 1.013, H19 1.012
3 C -2.173 2.143 -0.827  C4 1.528, H10 1.090, H11 1.086, H12 1.091
4 C -2.885 1.168 0.110  C3 1.528, H13 1.089, H14 1.094, H15 1.085
5 C 0.452 -1.446 0.466  C1 1.567, N6 1.383, H16 1.091, H17 1.101
6 N 0.306 -0.072 0.532  C5 1.383, C7 1.403
7 C 1.053 0.443 1.603  N6 1.403, H20 1.105, H21 1.091, H22 1.091
8 H 1.897 -2.759 -0.680  C1 1.083
9 H 2.515 -1.345 0.360  C1 1.097
10 H -2.134 3.139 -0.384  C3 1.090
11 H -2.735 2.226 -1.753  C3 1.086
12 H -1.128 1.901 -1.024  C3 1.091
13 H -3.960 1.298 -0.016  C4 1.089
14 H -2.730 1.386 1.170  C4 1.094
15 H -2.612 0.128 -0.031  C4 1.085
16 H 0.331 -2.024 1.384  C5 1.091
17 H -0.336 -1.826 -0.203  C5 1.101
18 H 2.613 -0.741 -1.955  N2 1.013
19 H 1.186 -0.031 -1.389  N2 1.012
20 H 2.031 0.805 1.240  C7 1.105
21 H 1.281 -0.298 2.371  C7 1.091
22 H 0.547 1.286 2.074  C7 1.091